1.
The following is a DFT calculation (wB97M-V/def2-TZVPD) of a 11-piece molecular cluster, C13H48N6O16 overall in a non-equilibrium geometry.

Computed properties:
**LUMO level**: 0.274 eV
**HOMO level**: -9.3 eV
**Charge**: 0
**SMILES**: NC(N)=O.NC(N)=O.NC(N)=O.OCCO.OCCO.OCCO.OCCO.OCCO.O.O.O
**Relative energy (zero: lowest compared OMol25 entry of this formula, charge and spin)**: 0.00 kcal per mole
**Frontier orbital gap**: 0.351 hartree
**2S+1**: 1

Geometry as XYZ:
```
83
C13H48N6O16, DFT wB97M-V/def2-TZVPD
N -6.685 7.442 11.499
C -6.395 6.956 12.734
N -7.396 6.282 13.380
O -5.266 7.093 13.273
H -6.082 8.194 11.277
H -7.622 7.646 11.134
H -7.080 5.855 14.263
H -8.239 6.086 12.861
N -6.090 5.882 18.139
C -5.984 6.206 16.813
N -4.951 6.924 16.423
O -6.928 5.839 16.025
H -7.070 5.795 18.384
H -5.522 6.518 18.681
H -4.093 7.045 16.895
H -4.834 6.904 15.409
N -5.281 12.004 12.721
C -4.799 11.974 14.037
N -3.581 11.430 14.311
O -5.449 12.518 14.959
H -4.816 11.473 12.023
H -6.291 12.236 12.552
H -3.083 11.720 15.155
H -3.038 11.096 13.513
O -11.454 6.913 15.052
C -10.880 6.033 15.921
C -10.219 6.649 17.113
O -9.081 7.384 16.747
H -10.846 7.240 14.374
H -11.678 5.301 16.242
H -10.107 5.430 15.469
H -9.965 5.839 17.846
H -10.870 7.351 17.653
H -8.341 6.968 16.281
O -4.026 9.105 11.799
C -2.928 8.770 11.033
C -2.896 7.331 10.423
O -4.002 7.308 9.490
H -4.332 8.348 12.385
H -2.911 9.488 10.211
H -1.975 8.892 11.616
H -3.198 6.656 11.228
H -1.928 6.974 9.989
H -4.306 6.405 9.539
O -8.924 9.516 14.769
C -7.589 9.743 14.513
C -6.735 9.601 15.762
O -7.112 10.764 16.645
H -8.890 8.851 15.481
H -7.074 9.039 13.692
H -7.347 10.678 13.993
H -5.642 9.614 15.518
H -7.020 8.777 16.462
H -6.582 11.543 16.419
O -10.466 11.394 12.520
C -11.514 10.474 12.167
C -11.560 9.161 12.935
O -10.464 8.286 12.717
H -10.288 11.361 13.452
H -12.460 11.005 12.373
H -11.394 10.328 11.104
H -12.495 8.700 12.710
H -11.553 9.314 14.020
H -9.704 8.728 13.105
O -8.036 13.677 15.010
C -7.886 15.031 15.605
C -7.494 15.004 17.038
O -8.561 14.574 17.851
H -7.114 13.321 14.852
H -6.993 15.558 15.157
H -8.803 15.673 15.488
H -7.281 16.033 17.477
H -6.613 14.384 17.177
H -8.691 13.618 17.810
O -8.024 12.788 12.211
H -8.736 12.165 11.916
H -8.603 13.186 12.896
O -9.512 12.097 16.726
H -9.037 12.511 15.939
H -8.832 11.432 17.036
O -4.257 10.512 17.809
H -3.958 11.063 18.567
H -5.219 10.735 17.627
```


2.
The following is a DFT calculation (wB97M-V/def2-TZVPD) of one molecule with the formula C2H6O3S2 in a non-equilibrium geometry.

Computed properties:
**LUMO level**: 0.362 eV
**HOMO level**: -9.5 eV
**Charge**: 0
**Relative energy (zero: lowest compared OMol25 entry of this formula, charge and spin)**: 48.95 kcal per mole
**Frontier orbital gap**: 0.364 hartree
**2S+1**: 1

Geometry as XYZ:
```
13
C2H6O3S2, DFT wB97M-V/def2-TZVPD
C 0.032 0.750 -1.833
C -0.150 1.220 -0.391
O -0.097 -1.305 0.447
O -1.347 0.320 1.819
O 0.668 -3.223 1.945
S 1.046 -1.900 1.562
S -1.182 -0.066 0.455
H 0.401 -0.338 -1.839
H -0.791 0.736 -2.480
H 0.719 1.331 -2.416
H -0.671 2.197 -0.087
H 0.739 1.391 0.294
H 0.634 -1.113 2.525
```


3.
The following is a DFT calculation (wB97M-V/def2-TZVPD) of one molecule with the formula C4H7NO2 in a non-equilibrium geometry.

Computed properties:
**LUMO level**: 0.729 eV
**HOMO level**: -8.4 eV
**Charge**: 0
**SMILES**: [H]/N=C(\C)OCC=O
**Relative energy (zero: lowest compared OMol25 entry of this formula, charge and spin)**: 83.12 kcal per mole
**Frontier orbital gap**: 0.336 hartree
**2S+1**: 1

Geometry as XYZ:
```
14
C4H7NO2, DFT wB97M-V/def2-TZVPD
H -0.803 -1.107 -1.710
N -0.852 -0.163 -1.340
C 0.240 0.212 -0.788
C 1.546 -0.491 -0.878
O 0.244 1.359 -0.065
C -0.303 0.852 1.181
C -1.657 -0.127 1.050
O -2.041 -0.649 2.068
H 2.017 -0.601 0.104
H 1.422 -1.470 -1.344
H 2.198 0.138 -1.490
H 0.552 0.462 1.764
H -0.728 1.706 1.695
H -1.835 -0.120 -0.248
```


4.
The following is a DFT calculation (wB97M-V/def2-TZVPD) of C5H8O as an isolated structure.

Computed properties:
**LUMO level**: 1.066 eV
**HOMO level**: -9.3 eV
**Charge**: 0
**Relative energy (zero: lowest compared OMol25 entry of this formula, charge and spin)**: 63.17 kcal per mole
**Frontier orbital gap**: 0.381 hartree
**2S+1**: 1

Geometry as XYZ:
```
14
C5H8O, DFT wB97M-V/def2-TZVPD
C 1.518 -0.425 -0.462
C 0.110 -0.117 -0.035
C -0.871 -0.998 0.705
C -1.385 -0.098 -0.357
O -1.545 1.217 0.180
C -0.115 1.343 0.220
H 1.750 -0.112 -1.484
H 1.836 -1.457 -0.301
H 2.123 0.213 0.201
H -0.817 -2.041 0.388
H -1.170 -0.849 1.741
H -1.997 -0.352 -1.218
H 0.366 1.786 1.102
H 0.198 1.893 -0.680
```


5.
The following is a DFT calculation (wB97M-V/def2-TZVPD) of one molecule with the formula C4H11NO in a non-equilibrium geometry.

Computed properties:
**LUMO level**: 0.988 eV
**HOMO level**: -9.5 eV
**Charge**: 0
**SMILES**: CCCNCO
**Relative energy (zero: lowest compared OMol25 entry of this formula, charge and spin)**: 66.11 kcal per mole
**Frontier orbital gap**: 0.386 hartree
**2S+1**: 1

Geometry as XYZ:
```
17
C4H11NO, DFT wB97M-V/def2-TZVPD
C 1.716 -0.367 0.324
C 0.635 -1.089 -0.555
C -0.758 -0.947 0.097
N -1.703 0.263 -0.014
C -1.139 1.500 0.498
O 0.034 1.890 -0.261
H 1.688 -0.594 1.447
H 1.543 0.738 0.147
H 2.659 -0.651 0.004
H 1.052 -2.212 -0.463
H 0.606 -0.762 -1.712
H -1.287 -1.724 -0.605
H -0.898 -1.290 1.143
H -1.875 0.489 -1.085
H -1.735 2.345 0.413
H -0.754 1.287 1.539
H 0.216 1.126 -0.919
```


6.
The following is a DFT calculation (wB97M-V/def2-TZVPD) of one molecule with the formula C3H8P2 in a non-equilibrium geometry.

Computed properties:
**LUMO level**: 0.091 eV
**HOMO level**: -8.4 eV
**Charge**: 0
**SMILES**: C=P#P(C)C
**Relative energy (zero: lowest compared OMol25 entry of this formula, charge and spin)**: 5.52 kcal per mole
**Frontier orbital gap**: 0.311 hartree
**2S+1**: 1

Geometry as XYZ:
```
13
C3H8P2, DFT wB97M-V/def2-TZVPD
C 2.767 -0.308 -0.561
P 1.678 0.180 0.624
P -0.281 0.343 -0.610
C -0.987 -1.264 0.110
C -1.401 1.461 0.366
H 2.724 -0.363 -1.697
H 3.816 -0.328 -0.314
H -1.083 -1.287 1.131
H -1.909 -1.390 -0.481
H -0.331 -2.070 -0.113
H -1.491 1.208 1.423
H -1.015 2.444 0.269
H -2.487 1.376 -0.147
```


7.
The following is a DFT calculation (wB97M-V/def2-TZVPD) of C5H8O3Y as an isolated structure in a non-equilibrium geometry.

Computed properties:
**LUMO level**: -6.536 eV
**HOMO level**: -11.8 eV
**Charge**: +1
**Relative energy (zero: lowest compared OMol25 entry of this formula, charge and spin)**: 53.77 kcal per mole
**Frontier orbital gap**: 0.194 hartree
**2S+1**: 1

Geometry as XYZ:
```
17
C5H8O3Y, DFT wB97M-V/def2-TZVPD
O -3.453 0.381 1.290
C -3.044 1.013 0.330
C -2.850 2.493 0.313
H -2.604 0.466 -0.533
H -1.778 2.710 0.182
H -3.360 2.907 -0.572
H -3.235 2.966 1.223
O 0.308 0.363 0.814
O 0.939 -1.708 0.297
C 1.008 0.944 -0.361
C 1.706 2.204 0.122
C 0.249 -0.959 1.070
H 0.189 1.245 -1.038
H 2.098 2.764 -0.742
H 1.026 2.880 0.674
H 2.560 1.986 0.782
Y 2.110 -0.944 -1.161
```


8.
The following is a DFT calculation (wB97M-V/def2-TZVPD) of an isolated ion of composition BH7O2P and charge -1 in a non-equilibrium geometry.

Computed properties:
**LUMO level**: 3.724 eV
**HOMO level**: -2.2 eV
**Charge**: -1
**Frontier orbital gap**: 0.218 hartree
**2S+1**: 1

Geometry as XYZ:
```
11
BH7O2P, DFT wB97M-V/def2-TZVPD
O 1.736 -0.986 0.664
B 0.976 0.060 0.046
O 1.664 1.149 -0.555
P -0.974 -0.062 -0.001
H 1.682 -1.701 0.047
H 1.274 1.927 -0.185
H -1.118 1.411 0.236
H -0.989 -0.310 1.471
H -0.843 -1.514 -0.270
H -0.973 0.248 -1.458
H -2.434 -0.221 0.005
```


9.
The following is a DFT calculation (wB97M-V/def2-TZVPD) of C38H46N5ORb as an isolated structure in a non-equilibrium geometry.

Computed properties:
**LUMO level**: -0.057 eV
**HOMO level**: -6.8 eV
**Charge**: 0
**Frontier orbital gap**: 0.247 hartree
**2S+1**: 1

Geometry as XYZ:
```
91
C38H46N5ORb, DFT wB97M-V/def2-TZVPD
Rb -0.131 0.421 1.175
C -1.603 0.378 5.281
C -0.598 -0.598 4.759
C -0.682 -1.936 5.003
C 0.173 -2.760 4.306
C 1.252 -2.253 3.693
C 1.423 -0.844 3.744
N 0.438 -0.058 4.127
C 2.648 -0.214 3.188
C 3.905 -0.636 3.527
C 5.015 0.006 3.017
C 4.805 1.037 2.151
C 3.533 1.350 1.777
N 2.476 0.725 2.278
C 3.251 2.208 0.594
C 4.177 2.728 -0.343
C 3.772 3.449 -1.412
C 2.398 3.638 -1.610
C 1.484 3.111 -0.649
C -0.043 3.188 -0.820
N 1.943 2.479 0.412
H -2.529 0.333 4.769
H -1.269 1.380 5.258
H -1.844 0.129 6.291
H -1.401 -2.395 5.771
H 0.046 -3.776 4.411
H 2.004 -2.826 3.193
H 4.069 -1.342 4.256
H 5.997 -0.389 3.268
H 5.624 1.602 1.713
H 5.214 2.371 -0.340
H 4.436 3.964 -2.114
H 1.943 4.113 -2.489
H -0.308 2.352 -1.468
H -0.147 4.145 -1.287
H -0.504 3.242 0.098
C -1.724 0.967 -5.286
C -1.288 1.683 -3.931
C -1.455 3.208 -4.189
C 0.143 1.329 -3.670
C 1.091 1.888 -4.453
C 2.428 1.390 -4.422
C 2.739 0.311 -3.575
C 1.777 -0.197 -2.662
C 2.024 -1.430 -1.786
C 3.406 -1.319 -1.091
C 2.048 -2.713 -2.679
C 0.497 0.344 -2.714
N -0.456 -0.078 -1.761
C -1.402 -0.935 -1.988
C -2.411 -1.279 -1.083
C -3.524 -1.993 -1.539
C -4.365 -2.090 -0.386
C -3.694 -1.406 0.638
N -2.554 -0.832 0.200
C -4.173 -1.210 2.022
C -2.981 -1.571 2.900
C -4.567 0.269 2.199
C -5.364 -2.092 2.491
H -2.816 1.148 -5.407
H -1.488 -0.088 -5.278
H -1.227 1.415 -6.174
H -1.785 1.389 -3.069
H -1.148 3.418 -5.204
H -0.858 3.748 -3.502
H -2.478 3.557 -4.152
H 0.798 2.742 -5.050
H 3.193 1.837 -5.051
H 3.741 -0.129 -3.560
H 1.222 -1.584 -1.098
H 4.232 -1.388 -1.813
H 3.475 -2.085 -0.423
H 3.482 -0.321 -0.511
H 3.073 -2.871 -3.115
H 1.362 -2.710 -3.507
H 1.796 -3.637 -2.130
H -1.513 -1.436 -2.973
H -3.605 -2.536 -2.440
H -5.329 -2.570 -0.410
H -2.134 -0.934 2.866
H -2.953 -2.661 2.590
H -3.243 -1.765 3.920
H -3.684 0.909 2.073
H -4.860 0.601 3.274
H -5.323 0.612 1.505
H -5.362 -3.150 2.244
H -6.332 -1.740 2.044
H -5.532 -1.957 3.517
O -0.377 -2.627 0.943
H -1.219 -2.275 0.553
H -0.272 -3.479 0.571
```


10.
The following is a DFT calculation (wB97M-V/def2-TZVPD) of one molecule with the formula C3H9N3O2 in a non-equilibrium geometry.

Computed properties:
**LUMO level**: 0.892 eV
**HOMO level**: -9.7 eV
**Charge**: 0
**SMILES**: CC(=O)[C@](N)(O)NN
**Relative energy (zero: lowest compared OMol25 entry of this formula, charge and spin)**: 77.83 kcal per mole
**Frontier orbital gap**: 0.391 hartree
**2S+1**: 1

Geometry as XYZ:
```
17
C3H9N3O2, DFT wB97M-V/def2-TZVPD
C -1.823 -0.407 0.564
C -0.751 0.601 0.231
O -0.965 1.822 0.341
C 0.783 0.118 0.202
N 1.210 -0.380 1.476
O 1.613 1.182 -0.187
N 0.796 -0.960 -0.755
N -0.039 -0.433 -1.952
H -2.375 -0.075 1.445
H -1.419 -1.402 0.761
H -2.506 -0.474 -0.290
H 2.200 -0.598 1.389
H 1.155 0.393 2.136
H 1.106 1.985 0.048
H 1.768 -1.068 -1.050
H 0.228 0.502 -2.274
H -0.979 -0.809 -2.085
```